Record 1
{"formula": "C23H53N5O4", "method": "ωB97M-V/def2-TZVPD", "elements": ["H", "H", "H", "O", "N", "H", "C", "O", "H", "H", "H", "C", "H", "H", "H", "N", "H", "H", "C", "H", "H", "O", "H", "C", "H", "H", "H", "H", "C", "H", "H", "C", "H", "H", "C", "H", "H", "H", "C", "C", "H", "H", "H", "H", "C", "C", "H", "C", "H", "H", "H", "H", "N", "C", "H", "H", "H", "H", "N", "C", "C", "C", "H", "H", "H", "H", "N", "H", "H", "H", "H", "C", "H", "C", "C", "H", "H", "H", "C", "C", "H", "H", "O", "C", "C"], "coordinates": [[37.70330, 10.81671, -13.07247], [38.52869, 9.52035, -15.22464], [30.97406, 3.08160, -20.05992], [35.20583, 9.89851, -18.73448], [34.85152, 7.86453, -19.72751], [33.21437, 7.61431, -17.86663], [35.02642, 12.64497, -15.38674], [36.29545, 11.93713, -17.25066], [39.31391, 11.81040, -15.06599], [35.57091, 4.91948, -18.96097], [33.47117, 9.17919, -17.14605], [31.32238, 5.07100, -19.16731], [36.00168, 11.12508, -17.69712], [35.41757, 14.30143, -16.69447], [29.72704, 4.52463, -17.87477], [36.00543, 11.68064, -15.89456], [38.42322, 11.23187, -22.03882], [36.62023, 9.04956, -22.49725], [34.93354, 4.72462, -18.09677], [34.17718, 7.11821, -19.75360], [37.95886, 8.94222, -19.06453], [33.31664, 5.33724, -20.41742], [38.26201, 7.45257, -20.09417], [40.25054, 8.45178, -18.26824], [29.76040, 6.51589, -19.63086], [36.88839, 9.25605, -15.81691], [38.40426, 12.64182, -16.33970], [31.19065, 2.54639, -17.77489], [38.22348, 9.27963, -21.17305], [38.27584, 13.20047, -14.66669], [31.07585, 7.19519, -18.69040], [30.84313, 6.49266, -19.48998], [31.07121, 4.40201, -21.20561], [34.04491, 11.57861, -13.77594], [33.72049, 12.40407, -16.12798], [41.15407, 7.83779, -18.18661], [36.64496, 13.12084, -13.21790], [34.81594, 5.66412, -17.55473], [37.22388, 11.30068, -15.17683], [34.78429, 12.37679, -13.89291], [33.18966, 4.55358, -20.97264], [35.86610, 12.01174, -12.06944], [39.47935, 7.92545, -17.70668], [39.71849, 10.82701, -20.97660], [37.70561, 9.98283, -15.77795], [31.44328, 3.43707, -17.20235], [33.11771, 4.43661, -16.31842], [38.63137, 10.74147, -21.08696], [34.24178, 13.23397, -13.47155], [38.76320, 8.86221, -22.02740], [33.82459, 12.43284, -17.21458], [35.54039, 4.07536, -17.45340], [36.78578, 9.12309, -21.50009], [30.80242, 4.70781, -17.77330], [36.20149, 10.13207, -13.73659], [38.08764, 10.05834, -16.79983], [36.29250, 9.97633, -21.24622], [38.21730, 11.25663, -20.21858], [32.78189, 5.05684, -19.14668], [33.81794, 2.80135, -19.25606], [38.37746, 12.31928, -15.29791], [30.70443, 4.12961, -20.21158], [32.96009, 13.11940, -15.80901], [35.70940, 7.90882, -20.27122], [33.47750, 2.79440, -16.74157], [30.86599, 5.54960, -17.08133], [33.62772, 8.53108, -17.89480], [34.32673, 2.95412, -20.20775], [30.97972, 3.33555, -16.21693], [31.28381, 6.84381, -20.42468], [36.52615, 14.24593, -15.33645], [33.60407, 4.06459, -18.41150], [32.85597, 2.30978, -19.41134], [32.93337, 3.68004, -17.08449], [38.50466, 8.50238, -19.90095], [29.61776, 4.18178, -20.22510], [40.51026, 9.44453, -17.89630], [34.45464, 2.08829, -18.72487], [36.84798, 11.01334, -13.72148], [35.48700, 14.09575, -15.62519], [33.34742, 11.39221, -15.93680], [34.89308, 14.83450, -15.08401], [39.91435, 8.56565, -19.64683], [36.08122, 12.19109, -13.12490], [34.61928, 8.81232, -18.80162]], "mulliken_charge": [0.431, 0.492, 0.358, -0.824, -0.130, 0.046, 1.444, -0.502, 0.467, 0.414, 0.149, 1.236, 0.549, 0.355, 0.410, 0.644, 0.413, 0.236, -2.052, -0.035, -0.029, -0.665, 0.253, -0.692, 0.443, 0.400, 0.394, 0.382, 0.333, 0.330, 0.372, -1.929, 0.399, 0.354, -1.917, 0.309, 0.310, 0.327, 1.755, -1.231, 0.307, 0.393, 0.325, 0.363, -2.071, -0.632, 0.361, -1.399, 0.401, 0.273, 0.395, 0.418, -0.562, -1.285, 0.415, 0.235, 0.212, 0.211, 1.245, -1.839, -1.917, -1.806, 0.412, 0.233, 0.484, 0.350, -0.204, 0.388, 0.382, 0.390, 0.357, 1.418, 0.418, -1.251, -0.053, 0.459, 0.235, 0.453, -1.181, -1.626, 0.283, 0.400, -0.410, -0.632, 0.651], "smiles": "CC1(C)CCCC(C)(C)N1O.CC1(C)CCCC(C)(C)N1O.COC[C@H](C)N.NC(N)=O", "gap_ha": 0.2980, "e_lumo_ev": 0.46}

---

Record 2
{"formula": "CH4N2O", "method": "ωB97M-V/def2-TZVPD", "elements": ["O", "H", "N", "C", "H", "N", "H", "H"], "coordinates": [[1.76256, -0.63322, -0.06064], [2.22839, 1.19510, 0.96740], [-1.91685, 0.43738, 0.74147], [1.95167, 0.52937, -0.00310], [-1.27108, -1.23330, -0.26166], [-1.95561, -0.49247, -0.09056], [-2.84949, -0.92967, -0.41269], [2.05040, 1.12681, -0.88022]], "mulliken_charge": [-0.372, 0.167, -0.432, -0.033, 0.237, -0.026, 0.233, 0.227], "de_lowest_kcal_mol": 114.9, "gap_ha": 0.3363, "e_lumo_ev": 0.83}

---

Record 3
{"formula": "C37H32Cl6InN5O6S", "method": "ωB97M-V/def2-TZVPD", "elements": ["O", "C", "C", "C", "H", "S", "C", "N", "H", "C", "C", "H", "C", "H", "N", "C", "H", "C", "C", "H", "H", "H", "C", "C", "C", "C", "C", "H", "H", "O", "C", "C", "H", "C", "In", "C", "H", "H", "H", "N", "O", "H", "C", "N", "C", "C", "H", "C", "C", "H", "O", "C", "H", "H", "H", "H", "H", "Cl", "C", "H", "C", "H", "C", "H", "H", "C", "C", "C", "H", "O", "C", "Cl", "Cl", "Cl", "C", "H", "Cl", "C", "C", "N", "O", "H", "H", "H", "C", "H", "Cl", "C"], "coordinates": [[-0.89748, 2.53136, 0.64953], [-1.40482, 2.71067, 3.41761], [2.46380, 0.20921, -1.23275], [-6.51828, 2.75359, -1.38507], [0.96527, -2.80101, -5.85175], [-0.67200, -0.05460, -2.95409], [-5.59574, 3.63935, -0.83981], [-1.65220, -1.81043, -1.19817], [-3.04531, -2.60938, 0.08177], [3.68797, -1.73800, -1.90746], [-0.83411, -2.52182, -4.70351], [-0.94688, -0.97385, 2.02868], [-1.61436, -4.15893, -0.37216], [-1.39206, -3.26209, -5.27627], [-0.47178, -0.85417, 2.90951], [0.68878, -1.66742, 3.05955], [0.73826, -0.13368, -0.01774], [-1.15866, 1.50885, 2.75417], [-1.26799, 1.50430, 1.27293], [-1.06464, -1.53484, -5.10064], [4.57847, -1.08241, 1.80888], [-1.61700, -3.48426, -2.99313], [-3.76746, 2.13702, -1.42653], [-1.26360, -1.58005, -2.44880], [-6.07919, 1.56915, -1.96532], [1.73486, -1.96624, -0.53378], [-0.64123, 1.76011, 5.47308], [-1.37822, 3.76870, 5.27666], [-0.56277, -3.36276, 3.38915], [4.36379, 5.26014, -1.25281], [-0.38384, 0.56421, 4.83629], [4.48098, -1.64908, 2.73784], [2.15538, 0.81363, 3.71509], [1.17179, 3.42489, -1.65689], [-1.55404, 1.80579, -1.36009], [3.16749, 2.61975, -1.20823], [1.58584, 0.74737, 2.05489], [1.31781, -4.98238, 3.40237], [0.02989, -0.27809, 5.37780], [1.03589, 2.11784, -1.53618], [0.04828, 5.44991, -2.13294], [-2.25443, -5.03155, -0.24033], [0.45670, -3.02861, 3.24343], [2.25299, 1.61741, -1.26824], [-1.17336, 2.83468, 4.77163], [2.51441, 3.81735, -1.44998], [-0.86802, -4.38785, -1.13519], [-0.66136, 0.39904, 3.47520], [1.50880, -3.92516, 3.26687], [3.62926, -4.15757, 3.10693], [2.40725, 6.19802, -1.68211], [-4.71450, 1.28640, -1.98694], [4.81618, -1.00976, 3.55684], [-1.58456, -1.03589, -0.55121], [1.45162, 5.94882, -1.84625], [-1.78176, 3.54769, 2.84402], [-1.08851, -3.97130, 0.56229], [-8.19274, 3.12100, -1.34787], [3.06014, -2.10135, 2.94801], [3.28809, 0.47017, 2.40926], [2.00292, -1.18031, 2.93604], [1.22269, -2.01122, -4.28578], [-0.02913, 4.22532, -2.08266], [-0.43216, 1.85690, 6.53082], [4.20441, 0.25564, -2.49310], [2.27624, 0.29158, 2.76418], [0.66352, -2.78962, -4.80440], [3.17869, 5.15967, -1.45340], [-3.16057, -3.20442, -1.56608], [-1.06230, 3.54693, -2.42580], [-4.23711, 3.32575, -0.85816], [-3.12803, 4.42812, -0.15261], [-7.21513, 0.46596, -2.63581], [-4.21133, -0.17226, -2.74612], [2.80159, -3.45821, 3.10797], [4.51229, -2.17871, -2.45268], [4.79028, 2.34899, -0.80507], [-2.45674, -2.94741, -0.76953], [1.56603, -0.59236, -0.54457], [-1.31626, -2.58353, -3.32826], [-1.68696, 0.48597, 0.62339], [5.14873, -2.50693, 2.67785], [0.91778, -3.75188, -4.35737], [2.93039, -3.61732, -1.19898], [2.79872, -2.54281, -1.20983], [1.03557, -2.58065, 0.02022], [-6.13476, 5.10714, -0.13136], [3.52348, -0.36227, -1.92694]], "mulliken_charge": [-0.566, -0.594, -0.233, 0.533, 0.403, -0.290, -0.223, 0.862, 0.574, -1.176, -0.901, 0.156, -0.796, 0.444, 0.119, -0.684, -0.225, 0.652, 1.037, 0.410, 0.304, 0.188, -1.400, 0.583, -0.259, -0.886, -0.645, 0.423, 0.576, -0.610, -0.741, -1.754, 0.385, 0.019, 1.134, 0.112, -0.074, 0.427, 0.465, -0.013, -0.832, 0.429, -0.707, 0.364, -0.662, -0.241, 0.247, 0.020, -0.902, 0.374, -0.572, 0.895, 0.375, -0.396, 0.449, 0.458, 0.070, -0.195, 1.255, 0.464, 1.507, 0.121, 0.769, 0.398, 0.584, -1.102, -0.770, 0.523, 0.399, -0.567, 0.914, -0.098, -0.195, -0.245, -1.021, 0.456, -0.128, -0.922, 1.671, -0.175, -1.081, 0.400, 0.301, 0.530, -1.072, 0.410, -0.194, -0.042], "de_lowest_kcal_mol": 12.1, "gap_ha": 0.3027, "e_lumo_ev": -0.02}

---

Record 4
{"formula": "C4H6O2", "method": "ωB97M-V/def2-TZVPD", "elements": ["H", "H", "C", "C", "O", "O", "H", "H", "C", "H", "H", "C"], "coordinates": [[-0.21572, 1.21403, -1.24193], [-0.74849, -0.10533, 2.41327], [1.46665, -0.14917, -0.64896], [-0.46800, 0.31339, 1.54686], [1.95858, -1.20386, -0.48367], [0.33312, 1.22905, 1.51841], [-1.12370, -1.42058, 0.16440], [2.12252, 0.65279, -0.73628], [-1.01704, -0.22626, 0.22245], [-0.14474, -0.61727, -1.88031], [-2.06490, 0.21179, 0.03819], [-0.09827, 0.10143, -0.91244]], "mulliken_charge": [0.235, 0.512, -0.112, -0.076, -0.455, -0.489, 0.233, 0.440, -0.425, 0.308, 0.267, -0.438], "smiles": "O=CCCC=O", "de_lowest_kcal_mol": 50.7, "gap_ha": 0.3831, "e_lumo_ev": 0.81}

---

Which highest occupied orbital energy belongs to each record? In order, -7.64; -8.32; -8.26; -9.62 eV.